one) C4H3PS | ωB97M-V with the def2-TZVPD basis set

```
9
Properties=species:S:1:pos:R:3:nbo_charge:R:1
C -1.770 -0.133 0.212 -0.324
C -0.533 0.073 -0.213 -0.583
P 0.302 1.693 0.044 0.858
C 1.909 1.157 0.115 -0.649
C 2.351 -0.048 -0.016 -0.069
S 2.667 -1.589 0.091 0.143
H -2.320 -0.952 -0.287 0.199
H -2.272 0.346 1.110 0.202
H -0.334 -0.546 -1.056 0.223
```

Properties
* orbital gap: 6.69 eV
* HOMO energy: -8.6867 eV

two) C4H3PS | ωB97M-V with the def2-TZVPD basis set

```
9
Properties=species:S:1:pos:R:3:nbo_charge:R:1
C 1.718 -1.244 -0.411 -0.437
C 1.702 -0.002 -0.542 -0.159
C -1.008 -0.332 -0.355 -0.780
C -0.161 0.616 0.692 -0.573
P 0.146 -1.388 0.587 0.852
S 1.252 1.551 0.095 0.346
H -2.106 -0.058 -0.147 0.267
H -0.949 -0.169 -1.463 0.256
H -0.593 1.027 1.544 0.228
```

Properties
* orbital gap: 8.15 eV
* HOMO energy: -8.5305 eV

Consider the structures shown above. The least stable of them is two).